Formula: C3H4OS
Source: OMol25
Level of theory: the ωB97M-V functional and the def2-TZVPD basis

```
9
Properties=species:S:1:pos:R:3:forces:R:3:lowdin_charge:R:1
C 1.30417 -1.43701 0.16464 1.00 1.98 -0.72 -0.09
C 0.76695 -0.28895 -0.10928 2.56 -0.71 0.78 -0.46
C -0.36642 0.58004 -0.19931 -3.15 1.59 -1.35 -0.12
O 3.45044 0.54523 0.71551 0.12 0.46 0.65 -0.59
S 2.70131 -0.03670 -0.38460 -2.82 -2.29 -0.04 0.91
H 1.25724 -2.45979 0.53074 0.02 0.44 -0.20 0.07
H -0.34327 1.69134 -0.05060 0.82 -1.12 0.93 0.10
H -1.35376 0.19087 0.15750 1.07 0.09 0.58 0.10
H -0.65981 0.67277 -1.24724 0.38 -0.43 -0.63 0.08
```
Forces are in eV/Å.

Computed properties:
HOMO energy: -8.8 eV
charge: 0
relative energy (zero: lowest compared OMol25 entry of this formula, charge and spin): 71.88 kcal per mole
total energy: -590.01010 Ha